{
  "formula": "C23H48Cl2O7",
  "method": "ωB97M-V/def2-TZVPD",
  "elements": ["C", "C", "C", "O", "C", "H", "H", "H", "H", "H", "H", "H", "H", "C", "C", "C", "O", "C", "H", "H", "H", "H", "H", "H", "H", "H", "C", "C", "C", "O", "C", "H", "H", "H", "H", "H", "H", "H", "H", "C", "C", "C", "O", "C", "H", "H", "H", "H", "H", "H", "H", "H", "C", "C", "C", "O", "C", "H", "H", "H", "H", "H", "H", "H", "H", "C", "C", "O", "O", "H", "H", "H", "H", "H", "H", "C", "Cl", "Cl", "H", "H"],
  "coordinates": [[5.50468, -0.18009, -3.50480], [5.02534, -0.40601, -2.17473], [4.13342, -1.58454, -2.35066], [3.43812, -1.25912, -3.54967], [4.27527, -0.37001, -4.30238], [6.25421, -0.91267, -3.80416], [6.04312, 0.76109, -3.61597], [4.54550, 0.48753, -1.77544], [5.82596, -0.60062, -1.46113], [3.37322, -1.57792, -1.56953], [4.66744, -2.53130, -2.26963], [3.69245, 0.54998, -4.34762], [4.35798, -0.91577, -5.24227], [0.76993, 2.31057, -4.48964], [-0.14999, 3.36934, -3.96563], [0.68782, 4.01675, -2.81058], [2.02201, 4.00620, -3.41061], [2.17821, 2.76455, -4.10077], [0.81651, 2.35991, -5.57753], [0.54684, 1.32488, -4.08129], [-1.08617, 2.93069, -3.62029], [-0.40767, 4.03922, -4.78597], [0.68175, 3.54136, -1.82973], [0.37514, 5.04870, -2.65123], [2.66655, 2.10438, -3.38397], [2.87608, 2.83092, -4.93543], [-2.47359, 1.65228, 3.83075], [-3.22847, 1.71612, 2.53244], [-2.54612, 0.78448, 1.66307], [-1.18365, 1.12706, 2.11160], [-1.06025, 1.64762, 3.40934], [-2.72107, 0.75298, 4.39477], [-2.69593, 2.46228, 4.52542], [-3.17960, 2.70267, 2.07153], [-4.30627, 1.55698, 2.56580], [-2.58384, 1.03116, 0.60203], [-2.83446, -0.26600, 1.70121], [-0.71465, 2.67612, 3.30509], [-0.46429, 1.01435, 4.06652], [-0.94298, -2.44874, 4.23059], [-1.49119, -2.41947, 5.62543], [-0.33421, -3.27930, 6.27837], [-0.06786, -4.38215, 5.44156], [-0.48810, -3.96118, 4.14908], [-0.07311, -1.80476, 4.10137], [-1.67322, -2.21636, 3.45544], [-2.45268, -2.92414, 5.71997], [-1.60216, -1.51151, 6.21822], [-0.53760, -3.41492, 7.34060], [0.42003, -2.49422, 6.33193], [-1.39326, -4.50431, 3.87744], [0.28895, -4.07265, 3.39286], [-3.79303, -2.38140, -2.32280], [-3.21485, -1.11035, -1.74627], [-4.28285, -0.75209, -0.74871], [-5.55668, -1.25870, -1.17073], [-5.35159, -2.30798, -2.16416], [-3.44136, -3.26996, -1.79851], [-3.43071, -2.43666, -3.34934], [-3.14908, -0.34006, -2.51467], [-2.24648, -1.26018, -1.26888], [-4.36240, 0.31949, -0.56573], [-4.16128, -1.39096, 0.12602], [-5.91698, -1.98978, -3.04006], [-5.76629, -3.27849, -1.89171], [0.92760, 0.31604, -0.56370], [0.98963, -1.14646, -0.05843], [-0.21754, -1.36956, 0.64193], [-0.18411, 0.59809, -1.36120], [1.81592, 0.62546, -1.11439], [0.75421, 0.99777, 0.26893], [1.82743, -1.25673, 0.63007], [1.11553, -1.79978, -0.92181], [-0.09689, -0.82481, 1.42315], [-0.90059, 0.30866, -0.79157], [3.24100, 2.77372, 2.08932], [2.44982, 3.50072, 3.46204], [3.00597, 1.00198, 2.09298], [2.86905, 3.19286, 1.15440], [4.30266, 3.00637, 2.17217]],
  "atomic_forces_ev_per_a": [[2.48, 0.52, -2.26], [0.84, -0.10, 3.33], [-1.68, 0.87, 1.18], [0.28, -1.04, 0.48], [-1.71, -0.35, -0.90], [0.02, -0.37, 0.12], [-0.43, 0.29, -0.24], [-0.59, -0.08, -0.08], [0.16, -0.14, 0.06], [-0.05, -0.35, 0.16], [0.05, -0.21, -0.76], [0.20, 0.10, -0.67], [0.44, 0.83, -0.43], [1.13, -0.41, -0.87], [-0.45, -0.05, 1.35], [0.28, 0.44, -2.10], [-0.55, 0.58, 0.37], [0.09, 0.03, 1.47], [-0.69, -0.72, -0.07], [0.00, -0.02, -0.33], [-0.02, 0.04, 0.15], [0.19, 0.54, 0.44], [-0.12, -0.63, -0.21], [0.33, 0.13, -0.07], [-0.11, -0.51, 0.08], [-0.14, 0.57, -0.08], [-1.60, 0.37, 1.94], [-2.91, 1.45, 0.21], [2.21, 0.23, -0.35], [1.71, -2.25, -2.48], [-0.78, 0.11, -0.46], [-0.07, -0.30, -0.17], [-0.15, 0.19, -0.13], [0.40, 0.27, 0.17], [-0.11, -0.31, 0.54], [0.08, 0.25, 0.03], [0.40, -0.20, 0.70], [0.57, -0.09, 0.27], [0.45, 0.19, -0.21], [0.08, -0.73, -0.54], [0.70, -1.35, 1.37], [-1.46, 2.29, 0.74], [-0.01, 0.87, 0.47], [-0.85, 1.25, -0.76], [-0.02, 0.16, 0.11], [0.08, -0.07, -0.12], [-0.05, -0.24, -0.26], [0.28, 0.41, -0.52], [-0.11, -1.33, -0.13], [1.12, -0.44, -0.40], [0.18, -0.45, -0.18], [0.05, -0.30, 0.17], [-0.35, -0.70, -0.85], [-0.71, 0.26, 0.05], [-0.69, -0.91, 0.82], [-0.19, -0.32, -1.28], [0.95, 1.19, 0.06], [0.12, 0.07, 0.06], [-0.39, -0.45, -0.14], [0.18, 0.01, -0.04], [-0.03, 0.02, -0.09], [-0.17, -0.16, 0.32], [0.85, 0.78, 0.78], [0.33, 0.02, -0.31], [0.01, 0.10, 0.57], [0.61, 0.37, 0.58], [0.12, 1.59, -0.63], [-0.09, -0.65, -0.15], [-0.61, -0.60, -0.94], [0.15, -0.16, 0.00], [0.88, -0.18, 0.67], [0.30, -0.11, -0.17], [-0.35, -0.30, 0.21], [-0.58, 0.26, 0.44], [-0.58, 0.00, -0.18], [0.49, -0.16, -0.35], [-0.33, 0.33, 0.29], [0.23, 0.35, -0.09], [-0.22, -0.20, 0.21], [-0.13, -0.33, -0.01]],
  "lowdin_charge": [-0.211, -0.220, -0.201, -0.126, -0.186, 0.125, 0.128, 0.119, 0.125, 0.098, 0.125, 0.093, 0.128, -0.175, -0.161, -0.145, -0.158, -0.215, 0.108, 0.109, 0.105, 0.110, 0.106, 0.109, 0.089, 0.115, -0.174, -0.192, -0.179, -0.169, -0.223, 0.114, 0.120, 0.129, 0.126, 0.109, 0.112, 0.113, 0.121, -0.184, -0.178, -0.223, -0.106, -0.178, 0.104, 0.104, 0.110, 0.107, 0.116, 0.107, 0.116, 0.117, -0.157, -0.174, -0.226, -0.155, -0.152, 0.109, 0.108, 0.121, 0.099, 0.116, 0.119, 0.107, 0.105, -0.274, -0.229, -0.074, -0.066, 0.109, 0.081, 0.091, 0.119, 0.059, 0.039, -1.011, 0.533, 0.532, 0.032, 0.027],
  "e_homo_ev": -9.36,
  "total_charge": 0,
  "largest_force_ev_per_a": 3.8,
  "homo_lumo_gap_ev": 9.834
}

***

{
  "formula": "C6H6",
  "method": "ωB97M-V/def2-TZVPD",
  "elements": ["C", "C", "C", "C", "C", "C", "H", "H", "H", "H", "H", "H"],
  "coordinates": [[0.79257, -0.69274, 0.87655], [-0.30105, 0.01700, 1.37323], [-1.08381, 0.70689, 0.46412], [-0.67160, 0.85486, -0.86047], [0.29711, 0.01645, -1.37363], [1.01605, -0.78492, -0.48244], [1.43344, -1.24483, 1.55369], [-0.58045, -0.10381, 2.41011], [-2.01675, 1.17608, 0.75156], [-1.22813, 1.55271, -1.44188], [0.61031, 0.00503, -2.40917], [1.73232, -1.50273, -0.86167]],
  "atomic_forces_ev_per_a": [[-0.08, -0.33, 0.34], [-0.03, -0.57, -0.54], [0.16, 0.53, 0.17], [-0.53, -0.69, 0.36], [0.83, 0.05, 0.41], [-0.08, 0.09, -0.27], [-0.10, -0.07, 0.02], [0.00, 0.26, 0.07], [0.17, 0.19, 0.24], [-0.23, 0.21, -0.72], [-0.33, 0.14, -0.10], [0.21, 0.20, 0.02]],
  "lowdin_charge": [-0.104, -0.092, -0.101, -0.099, -0.091, -0.103, 0.099, 0.099, 0.100, 0.091, 0.100, 0.100],
  "e_homo_ev": -9.31,
  "de_lowest_kcal_mol": 5.11,
  "total_charge": 0,
  "largest_force_ev_per_a": 0.9,
  "homo_lumo_gap_ev": 10.463
}

***

{
  "formula": "C4H10N2O2",
  "method": "ωB97M-V/def2-TZVPD",
  "elements": ["C", "C", "N", "C", "C", "N", "O", "O", "H", "H", "H", "H", "H", "H", "H", "H", "H", "H"],
  "coordinates": [[0.47191, 2.40712, 0.58264], [0.70131, -0.89431, 1.20779], [0.86670, 1.04528, 0.33095], [-0.09802, 0.13686, 0.17854], [-0.23627, -0.65198, -1.41157], [-1.18099, -1.62629, -1.53679], [-1.41943, 0.27431, 0.58263], [0.93767, -0.92388, -2.00328], [-1.53298, 1.06399, 1.12424], [0.86703, -1.69498, -2.59620], [-0.89700, -2.60456, -1.42814], [-2.09097, -1.41418, -1.15365], [-0.16906, 2.77662, -0.22886], [-0.06847, 2.54799, 1.53375], [1.37413, 3.01834, 0.61937], [1.63854, -1.20648, 0.76225], [-0.00454, -1.73496, 1.21313], [0.84045, -0.51888, 2.22320]],
  "atomic_forces_ev_per_a": [[0.16, 0.02, -0.21], [-1.94, -1.47, -1.51], [-0.05, 2.29, -0.90], [2.25, -2.36, 0.82], [-0.24, 0.79, 1.25], [0.15, -0.30, 0.16], [-0.48, 0.41, -0.19], [0.12, -0.17, 0.18], [0.13, 0.00, -0.08], [-0.10, 0.32, 0.29], [-0.12, 0.24, -0.07], [0.21, 0.00, 0.12], [-0.10, 0.14, 0.01], [0.01, 0.00, -0.05], [-0.15, 0.09, 0.06], [0.05, 0.14, 0.01], [0.28, -0.41, 0.47], [-0.20, 0.29, -0.37]],
  "lowdin_charge": [-0.135, -0.007, -0.019, -0.551, -0.274, 0.102, -0.005, 0.050, 0.089, 0.115, 0.106, 0.094, 0.087, 0.076, 0.070, 0.067, 0.060, 0.075],
  "e_homo_ev": [-6.64, -7.56],
  "de_lowest_kcal_mol": 139.75,
  "total_charge": 0,
  "largest_force_ev_per_a": 3.4,
  "homo_lumo_gap_ev": [6.941, 8.100]
}

***

{
  "formula": "C21H26N2O2",
  "method": "ωB97M-V/def2-TZVPD",
  "elements": ["C", "H", "O", "C", "C", "C", "C", "C", "C", "C", "H", "H", "C", "O", "N", "H", "C", "C", "C", "N", "C", "C", "H", "H", "H", "H", "C", "C", "C", "C", "C", "C", "C", "H", "H", "H", "H", "H", "H", "H", "H", "H", "H", "H", "H", "H", "H", "H", "H", "H", "H"],
  "coordinates": [[-0.16999, 2.93325, 1.78803], [-0.73319, 3.45746, 2.56526], [0.58942, 1.87662, 2.32514], [-0.05733, 0.90331, 3.05477], [-1.43643, 0.82628, 3.18235], [-2.01127, -0.19673, 3.91912], [-1.21671, -1.14515, 4.53261], [0.15997, -1.06529, 4.40871], [0.75962, -0.05011, 3.68143], [2.25414, -0.00977, 3.52843], [2.73535, -0.45680, 4.39749], [2.59759, 1.01645, 3.39849], [2.62436, -0.83926, 2.29560], [3.12688, -1.94002, 2.36011], [2.31680, -0.21223, 1.14374], [1.82304, 0.66532, 1.20607], [2.35359, -0.86629, -0.14661], [2.74797, 0.13355, -1.23625], [1.61698, 1.14262, -1.48450], [0.33712, 0.53761, -1.79304], [-0.05424, -0.40707, -0.76154], [0.99204, -1.49292, -0.48312], [1.10237, -2.13623, -1.35756], [0.66315, -2.11349, 0.35158], [-0.23723, 0.16111, 0.15567], [-0.99931, -0.86613, -1.06061], [0.23526, 0.00067, -3.14055], [-1.20468, -0.25718, -3.49814], [-2.16162, 0.71988, -3.25026], [-3.48704, 0.50364, -3.57743], [-3.87241, -0.69171, -4.16249], [-2.92583, -1.66903, -4.41346], [-1.59944, -1.45339, -4.07941], [-0.86523, -2.22279, -4.27483], [-3.22015, -2.60413, -4.86732], [-4.90752, -0.86073, -4.42051], [-4.22331, 1.26915, -3.37916], [-1.85146, 1.64583, -2.79011], [0.82043, -0.92066, -3.29021], [0.63391, 0.75958, -3.82319], [1.47483, 1.75989, -0.59126], [1.89112, 1.81121, -2.30476], [2.95900, -0.41225, -2.15734], [3.65473, 0.66400, -0.94208], [3.10635, -1.65864, -0.06154], [0.78934, -1.80451, 4.88093], [-1.66339, -1.94368, 5.10462], [-3.08632, -0.24508, 4.00550], [-2.07596, 1.55254, 2.70603], [-0.85691, 2.58216, 1.01051], [0.55159, 3.61914, 1.34507]],
  "atomic_forces_ev_per_a": [[-0.16, 0.24, -0.16], [0.01, -0.04, -0.02], [0.12, -0.42, 0.28], [0.03, -0.10, 0.12], [0.04, 0.25, -0.19], [0.01, -0.09, 0.06], [-0.13, -0.06, 0.03], [-0.01, 0.12, -0.07], [-0.07, 0.25, 0.00], [0.07, -0.22, -0.09], [0.01, 0.03, -0.09], [0.04, -0.02, 0.05], [0.12, 0.46, 0.39], [0.08, -0.41, 0.06], [-0.11, 0.34, -0.49], [0.04, -0.01, 0.16], [0.19, -0.42, -0.19], [-0.19, 0.06, 0.12], [0.26, -0.05, -0.10], [-0.04, 0.14, -0.13], [-0.03, -0.29, 0.10], [0.01, 0.22, 0.03], [0.00, -0.09, -0.04], [0.01, -0.08, -0.01], [-0.07, -0.02, 0.07], [0.00, 0.05, 0.13], [0.06, 0.08, 0.06], [0.00, -0.09, -0.09], [0.01, 0.00, -0.03], [-0.03, 0.08, 0.01], [-0.09, -0.08, -0.04], [-0.11, -0.07, -0.06], [0.09, 0.08, 0.03], [0.09, -0.07, 0.01], [-0.03, -0.07, -0.03], [-0.08, -0.02, -0.02], [-0.05, 0.06, 0.01], [0.03, 0.09, 0.07], [-0.03, 0.05, -0.08], [0.07, -0.09, 0.03], [0.05, 0.10, 0.01], [-0.01, 0.05, 0.09], [0.03, -0.02, -0.04], [0.07, -0.03, -0.03], [-0.13, 0.17, -0.05], [0.10, -0.08, 0.05], [-0.04, -0.07, 0.05], [-0.09, 0.00, 0.01], [-0.03, 0.08, -0.06], [0.02, 0.01, 0.04], [-0.09, -0.02, 0.01]],
  "lowdin_charge": [-0.081, 0.099, -0.132, -0.229, -0.023, -0.083, -0.086, -0.025, -0.151, -0.037, 0.126, 0.123, -0.483, 0.070, 0.113, 0.105, -0.298, -0.114, -0.180, -0.166, -0.163, -0.101, 0.112, 0.122, 0.109, 0.123, -0.157, -0.228, -0.043, -0.084, -0.097, -0.088, -0.046, 0.109, 0.101, 0.099, 0.100, 0.111, 0.115, 0.132, 0.106, 0.119, 0.113, 0.117, 0.146, 0.121, 0.101, 0.104, 0.104, 0.094, 0.096],
  "e_homo_ev": -8.41,
  "de_lowest_kcal_mol": 35.94,
  "total_charge": 0,
  "largest_force_ev_per_a": 0.6,
  "homo_lumo_gap_ev": 9.031
}